1.
The following is a quantum chemistry calculation of a structure of composition C49H51ClFI3LaNO3P3S4Sb, from OMol25.

Computed properties:
LUMO (eV): 3.254
HOMO energy (eV): -2.57
Molecular weight (g/mol): 1619.0
Kohn-Sham gap (eV): 5.8
Total charge: -2

XYZ file:
```
118
Properties=species:S:1:pos:R:3:lowdin_charge:R:1
La 14.77 15.20 11.42 1.6051
S 14.36 15.62 5.86 -0.2335
Sb 14.51 17.02 7.67 -0.1569
S 12.95 16.55 9.44 -0.3218
S 16.51 16.17 8.82 -0.3751
S 14.63 19.36 7.57 -0.3416
Cl 20.74 13.06 15.33 0.6311
C 19.18 13.46 14.66 -0.6235
C 18.10 13.60 15.55 -0.2221
C 16.82 13.94 15.11 -0.6139
I 15.55 14.43 16.69 0.9144
C 16.36 13.78 13.75 -0.4555
O 15.16 13.98 13.34 -0.3410
C 17.43 13.57 12.83 -0.1073
N 17.12 13.73 11.48 0.0210
C 18.13 13.89 10.65 -0.2685
C 19.47 13.86 10.97 -0.0731
C 19.87 13.69 12.27 -0.0132
C 18.88 13.53 13.29 -0.1470
H 18.27 13.43 16.59 0.0598
H 17.89 14.19 9.65 0.0175
H 20.14 13.99 10.15 0.1035
H 20.94 13.67 12.56 0.1087
C 10.41 17.04 12.58 -0.2479
C 11.44 18.11 13.14 -0.3817
P 11.29 18.95 14.79 1.0376
C 13.10 19.14 15.17 -0.3804
C 14.03 19.60 14.22 -0.0795
C 15.40 19.61 14.54 -0.0732
C 15.80 19.36 15.84 -0.0793
C 14.87 18.88 16.79 -0.0932
C 13.53 18.81 16.47 -0.1326
C 10.78 20.70 14.58 -0.3786
C 11.35 21.60 13.69 -0.0889
C 10.93 22.94 13.62 -0.0821
C 9.82 23.37 14.32 -0.1184
C 9.19 22.49 15.18 -0.1068
C 9.68 21.17 15.36 -0.1022
P 10.99 15.28 12.92 0.7573
C 10.65 14.83 14.63 -0.2546
C 11.70 14.64 15.53 -0.0611
C 11.49 14.58 16.91 -0.0766
C 10.21 14.85 17.35 -0.0720
C 9.16 15.22 16.46 -0.0682
C 9.40 15.17 15.11 -0.1223
C 8.66 14.54 11.76 -0.3207
C 7.85 13.48 12.30 -0.0032
C 6.72 13.05 11.57 -0.0891
C 6.43 13.71 10.39 -0.1288
C 6.92 14.99 10.10 -0.0686
C 8.02 15.43 10.86 -0.0055
H 10.28 17.22 11.50 0.0731
H 9.36 17.21 13.08 0.1119
H 11.75 18.79 12.33 0.0858
H 12.37 17.56 13.42 0.0552
H 13.71 20.02 13.24 0.1101
H 16.13 19.73 13.77 0.0848
H 16.85 19.42 16.03 0.0894
H 15.25 18.71 17.80 0.0983
H 12.80 18.46 17.16 0.0732
H 12.02 21.28 12.94 0.0851
H 11.44 23.64 12.95 0.1073
H 9.40 24.35 14.18 0.0921
H 8.24 22.73 15.64 0.0904
H 9.20 20.51 16.08 0.0826
H 12.69 14.45 15.11 0.0759
H 12.38 14.47 17.56 0.0798
H 9.94 14.77 18.39 0.0922
H 8.23 15.52 16.87 0.0875
H 8.63 15.47 14.39 0.0992
H 8.28 12.90 13.14 0.1255
H 6.21 12.14 11.71 0.0847
H 5.76 13.30 9.68 0.0843
H 6.56 15.43 9.17 0.1064
H 8.39 16.46 10.83 0.1013
I 17.86 17.30 10.54 0.2758
I 19.24 17.95 13.38 -0.4654
O 10.00 14.43 11.93 -0.1311
O 12.38 14.68 12.70 -0.4193
F 15.18 16.99 12.42 -0.6688
C 11.33 10.00 11.35 -0.0988
C 12.00 9.96 9.95 -0.6676
C 10.98 10.54 8.91 -0.0853
C 12.48 8.57 9.62 -0.1348
P 13.58 11.05 10.06 1.1456
C 14.81 10.12 11.01 -0.3930
C 15.05 10.56 12.31 -0.1055
C 15.81 9.78 13.19 -0.0770
C 16.25 8.50 12.80 -0.0868
C 16.26 8.17 11.42 -0.0873
C 15.48 8.95 10.54 -0.0935
C 14.38 11.52 8.37 -0.6791
C 15.84 11.95 8.54 -0.0801
C 13.56 12.71 7.84 -0.1435
C 14.30 10.39 7.36 -0.1334
H 10.44 9.37 11.35 0.0796
H 11.07 11.07 11.61 0.0910
H 12.06 9.67 12.05 0.0491
H 10.03 9.96 8.97 0.0835
H 11.24 10.48 7.86 0.0546
H 10.82 11.59 9.08 0.0690
H 11.65 7.99 9.23 0.0776
H 12.89 7.99 10.44 0.0773
H 13.21 8.51 8.85 0.0384
H 14.64 11.51 12.67 0.0900
H 15.98 10.14 14.20 0.1032
H 16.78 7.79 13.45 0.0944
H 16.73 7.27 11.02 0.0912
H 15.34 8.72 9.48 0.0848
H 15.97 13.02 8.79 0.0490
H 16.42 11.73 7.60 0.1073
H 16.29 11.46 9.39 0.0510
H 13.31 13.36 8.70 0.0373
H 12.62 12.47 7.34 0.0727
H 14.07 13.33 7.12 -0.0231
H 15.00 9.54 7.40 0.0719
H 14.40 10.85 6.31 0.1114
H 13.28 9.99 7.36 0.0451
```

=====

2.
The following is a quantum chemistry calculation of a structure of composition C49H51IrN4O3PS3Sb, from OMol25.

Computed properties:
LUMO (alpha / beta) (eV): -2.911 / -2.913
HOMO energy (alpha / beta) (eV): -9.07 / -9.53
Molecular weight (g/mol): 1185.1
Kohn-Sham gap (alpha / beta) (eV): 6.2 / 6.6
Spin multiplicity: 2
⟨S²⟩: 0.76
Total charge: +1

XYZ file:
```
113
Properties=species:S:1:pos:R:3:lowdin_charge:R:1
Ir 1.70 0.11 -0.58 0.7794
C 1.33 -3.61 0.15 -0.0578
C 1.55 -3.14 -1.26 -0.6115
N 2.07 -1.99 -1.60 -0.0178
C 2.24 -1.87 -2.96 -0.3258
C 1.82 -2.94 -3.67 -0.3213
S 1.20 -4.14 -2.62 1.1148
C 2.85 -0.64 -3.46 -0.3333
C 3.35 -0.40 -4.69 -0.3265
S 4.01 1.18 -4.75 1.1009
C 3.56 1.45 -3.11 -0.6224
N 2.98 0.41 -2.57 -0.0202
C 3.87 2.74 -2.43 -0.1053
H 1.49 -2.78 0.82 0.0688
H 2.03 -4.42 0.38 0.0929
H 0.32 -3.99 0.28 0.0608
H 1.84 -3.09 -4.74 0.0867
H 3.39 -1.06 -5.54 0.0892
H 4.90 3.03 -2.60 0.0860
H 3.66 2.65 -1.37 0.0210
H 3.22 3.53 -2.83 0.0806
O 1.07 0.53 2.02 -0.2245
N 1.08 1.54 2.83 -0.2053
C 0.40 1.46 4.00 -0.0154
C 0.40 2.50 4.90 -0.0446
C 1.11 3.66 4.63 -0.0641
C 1.80 3.73 3.43 -0.0382
C 1.77 2.68 2.54 -0.0535
H -0.11 0.52 4.17 0.1218
H -0.14 2.39 5.83 0.1171
H 1.12 4.49 5.33 0.1121
H 2.38 4.61 3.17 0.1167
H 2.23 2.69 1.57 0.0689
C 3.78 -0.52 2.51 -0.2580
P 3.82 -0.18 0.72 0.7241
C 5.07 1.16 0.69 -0.2623
C 4.82 -1.58 0.11 -0.2657
H 4.73 -0.98 2.82 0.0509
H 2.95 -1.19 2.75 0.0378
H 3.64 0.41 3.06 0.0368
H 5.94 0.86 1.28 0.0517
H 4.66 2.08 1.11 0.0346
H 5.39 1.35 -0.34 0.0322
H 5.78 -1.62 0.62 0.0492
H 4.99 -1.47 -0.97 0.0379
H 4.28 -2.51 0.28 0.0331
C -1.94 -6.18 4.88 -0.0426
C -1.99 -4.69 4.64 -0.2246
C -2.19 -3.82 5.70 -0.0465
C -2.20 -2.45 5.51 -0.0768
C -2.04 -1.94 4.23 -0.0280
C -1.88 -2.80 3.14 -0.1989
N -1.71 -2.22 1.85 0.1104
C -2.51 -2.42 0.76 -0.1866
C -3.71 -3.14 0.90 -0.0188
C -4.54 -3.36 -0.18 -0.0664
C -4.23 -2.85 -1.44 -0.0873
C -3.08 -2.11 -1.59 -0.0420
C -2.21 -1.88 -0.53 -0.0790
C -1.00 -1.07 -0.80 -0.5381
O -0.92 -0.40 -1.90 -0.2237
O -0.07 -1.08 0.08 -0.1737
C -1.82 -4.18 3.34 -0.1660
C -1.52 -5.13 2.21 -0.0292
H -2.17 -6.41 5.92 0.0777
H -0.94 -6.58 4.66 0.0852
H -2.65 -6.71 4.24 0.0841
H -2.33 -4.22 6.70 0.1116
H -2.33 -1.77 6.35 0.1038
H -2.04 -0.87 4.04 0.0963
H -0.91 -1.62 1.71 0.1116
H -3.98 -3.51 1.88 0.1186
H -5.45 -3.93 -0.04 0.1098
H -4.88 -3.04 -2.29 0.1017
H -2.83 -1.68 -2.56 0.1130
H -1.30 -4.59 1.29 0.0463
H -2.36 -5.80 2.01 0.0939
H -0.66 -5.76 2.46 0.0884
S 0.92 2.33 -0.81 0.1759
Sb -1.16 2.02 -1.96 1.4911
C -2.40 1.81 -0.15 -0.2954
C -3.60 1.12 -0.26 -0.1167
C -4.37 0.92 0.88 -0.0657
C -3.93 1.41 2.10 -0.0676
C -2.72 2.10 2.18 -0.0685
C -1.94 2.29 1.05 -0.1284
C -0.36 1.65 -3.96 -0.2975
C -0.55 0.39 -4.51 -0.1134
C -0.21 0.19 -5.84 -0.0734
C 0.30 1.23 -6.60 -0.0770
C 0.50 2.48 -6.02 -0.0724
C 0.16 2.70 -4.69 -0.1292
C -1.39 4.15 -2.19 -0.3693
C -1.80 4.68 -3.42 -0.1516
C -1.82 6.05 -3.62 -0.0782
C -1.46 6.91 -2.59 -0.0784
C -1.09 6.39 -1.35 -0.0750
C -1.06 5.02 -1.15 -0.1409
H -3.95 0.74 -1.22 0.1025
H -5.31 0.38 0.80 0.1127
H -4.54 1.27 2.98 0.1092
H -2.38 2.49 3.13 0.1012
H -1.00 2.82 1.12 0.0557
H -0.94 -0.42 -3.91 0.0813
H -0.35 -0.79 -6.29 0.1082
H 0.56 1.08 -7.64 0.1087
H 0.90 3.30 -6.60 0.1119
H 0.30 3.68 -4.25 0.1014
H -2.09 4.01 -4.23 0.0973
H -2.10 6.45 -4.59 0.1073
H -1.47 7.98 -2.75 0.1063
H -0.81 7.06 -0.55 0.1058
H -0.75 4.62 -0.19 0.0652
```

=====

3.
The following is a quantum chemistry calculation of a structure of composition C49H51N11O3PSTl, from OMol25.

Computed properties:
LUMO (eV): 0.434
HOMO energy (eV): -7.31
Molecular weight (g/mol): 1109.4
Kohn-Sham gap (eV): 7.7

XYZ file:
```
117
Properties=species:S:1:pos:R:3:lowdin_charge:R:1
Tl 10.30 13.36 16.67 1.0264
C 14.71 14.53 12.39 -0.0596
N 14.66 14.67 13.85 -0.1061
C 15.25 13.76 14.68 -0.0769
C 14.85 14.13 15.91 -0.1532
N 14.01 15.21 15.90 0.0907
C 13.89 15.47 14.65 -0.5235
P 12.99 16.89 13.96 1.1460
C 12.04 17.31 15.42 -0.4923
N 10.72 17.28 15.56 0.0566
C 10.47 17.66 16.85 -0.1422
C 11.66 17.89 17.48 -0.1145
N 12.67 17.74 16.58 -0.1217
C 14.04 18.13 16.81 -0.0403
C 11.72 15.95 12.98 -0.5045
N 12.04 14.72 12.64 0.0559
C 11.12 14.38 11.68 -0.1278
C 10.26 15.38 11.50 -0.0962
N 10.64 16.40 12.35 -0.1207
C 9.97 17.73 12.46 -0.0149
H 14.50 15.53 11.90 0.0948
H 13.99 13.82 11.98 0.0543
H 15.78 14.21 12.18 0.1102
H 15.89 12.93 14.32 0.1304
H 15.03 13.58 16.86 0.1107
H 9.45 17.61 17.26 0.1168
H 11.84 17.92 18.53 0.1078
H 14.41 17.75 17.82 0.1201
H 14.16 19.21 16.66 0.0891
H 14.61 17.68 16.00 0.0506
H 11.12 13.38 11.40 0.0743
H 9.34 15.48 10.97 0.1207
H 9.97 18.24 11.50 0.0807
H 10.49 18.41 13.21 0.0907
H 8.98 17.52 12.86 0.0667
C 10.25 8.73 21.15 -0.0274
C 11.02 7.97 20.10 -0.2310
C 12.02 7.06 20.36 -0.0403
C 12.82 6.57 19.34 -0.0747
C 12.58 6.85 17.99 -0.0481
C 11.51 7.71 17.73 0.0001
C 10.78 8.28 18.77 -0.2163
N 9.77 9.27 18.46 0.1619
C 10.08 10.61 18.29 -0.3210
N 11.35 10.99 18.72 0.1521
C 11.93 12.18 19.03 -0.2515
C 11.53 13.44 18.51 -0.1601
C 12.06 14.59 19.05 -0.1343
C 13.01 14.58 20.04 -0.0799
C 13.44 13.35 20.49 -0.0444
C 12.90 12.15 20.02 -0.2202
C 13.29 10.93 20.78 -0.0324
N 9.30 11.48 17.74 0.0523
C 8.01 11.02 17.35 -0.2586
C 7.86 10.47 16.01 -0.0154
C 6.61 10.22 15.56 -0.0852
C 5.45 10.52 16.34 -0.0759
C 5.61 10.98 17.62 -0.0521
C 6.90 11.23 18.13 -0.2162
C 7.09 11.98 19.41 -0.0407
H 10.61 8.46 22.13 0.0738
H 9.16 8.46 21.11 0.1050
H 10.30 9.79 20.98 0.0557
H 12.24 6.76 21.39 0.1239
H 13.58 5.92 19.63 0.0830
H 13.20 6.43 17.21 0.1071
H 11.23 8.01 16.74 0.1130
H 9.00 8.99 17.94 0.1197
H 11.91 10.17 18.92 0.1176
H 11.69 15.55 18.65 0.0791
H 13.45 15.45 20.46 0.0944
H 14.25 13.28 21.15 0.0920
H 14.21 11.15 21.39 0.1004
H 13.51 10.09 20.15 0.0721
H 12.44 10.74 21.43 0.0866
H 8.76 10.38 15.38 0.1021
H 6.48 9.87 14.58 0.0857
H 4.44 10.32 15.90 0.1173
H 4.75 11.27 18.23 0.1133
H 7.17 13.04 19.18 0.0862
H 7.94 11.73 20.05 0.0765
H 6.22 12.04 20.08 0.0785
O 7.89 15.57 13.84 -0.4794
S 8.95 14.77 14.44 0.7219
N 8.55 14.08 15.71 -0.4451
C 14.31 12.68 8.81 -0.0434
C 13.19 11.93 9.46 -0.2350
C 11.97 12.07 8.87 -0.0715
C 10.87 11.35 9.39 -0.0951
C 11.01 10.63 10.52 -0.0383
C 12.25 10.63 11.26 -0.1976
N 12.11 10.03 12.48 0.1031
C 13.14 9.92 13.41 -0.2180
C 14.29 9.21 13.12 -0.0391
C 15.32 9.16 14.09 -0.0848
C 15.24 9.78 15.31 -0.0889
C 14.11 10.56 15.54 -0.0102
C 13.05 10.59 14.61 -0.0702
C 11.84 11.36 14.99 -0.5729
O 10.71 11.12 14.53 -0.0111
O 12.07 12.33 15.79 -0.1326
C 13.36 11.24 10.70 -0.1328
C 14.77 11.30 11.26 -0.0500
H 13.96 13.21 7.96 0.0643
H 15.14 12.05 8.43 0.1012
H 14.70 13.36 9.53 0.0539
H 11.80 12.59 8.00 0.0767
H 9.89 11.52 8.92 0.1136
H 10.17 10.13 11.00 0.1157
H 11.19 10.16 12.87 0.1083
H 14.44 8.79 12.16 0.1082
H 16.15 8.46 13.86 0.1141
H 16.04 9.68 16.02 0.0979
H 13.96 11.18 16.44 0.1145
H 15.25 12.21 11.01 0.0268
H 15.40 10.44 10.94 0.1050
H 14.79 11.34 12.36 0.0684
```

=====

4.
The following is a quantum chemistry calculation of a cluster of 2 separate species, C49H51N2OSi in total, from OMol25.

Computed properties:
LUMO (eV): -4.846
HOMO energy (eV): -8.90
Molecular weight (g/mol): 712.0
Kohn-Sham gap (eV): 4.1
Total charge: +1

XYZ file:
```
104
Properties=species:S:1:pos:R:3:lowdin_charge:R:1
C 3.47 1.86 3.60 -0.1547
Si 3.81 0.21 2.82 0.3950
C 4.02 0.32 0.98 -0.1398
C 5.32 -0.54 3.61 -0.1550
O 2.51 -0.78 3.17 -0.1609
C 1.25 -1.13 2.60 -0.3215
C 0.65 0.04 1.82 -0.1522
C 0.64 0.07 0.43 -0.0273
C 0.00 1.13 -0.23 -0.0511
C -0.53 2.19 0.50 -0.0635
C -0.34 2.22 1.88 -0.0725
C 0.23 1.15 2.55 -0.0529
C 1.43 -2.41 1.72 -0.1579
C 2.65 -3.08 1.61 -0.0241
C 2.75 -4.22 0.80 -0.0618
C 1.62 -4.73 0.16 -0.0791
C 0.41 -4.06 0.27 -0.0625
C 0.32 -2.88 1.02 -0.0629
C 0.33 -1.47 3.84 -0.1642
C 0.60 -2.89 4.40 -0.1013
C -0.61 -3.77 4.08 -0.1292
C -1.70 -2.84 3.52 -0.0994
N -1.13 -1.46 3.54 -0.0201
C -1.89 -0.39 3.91 -0.0493
C -2.83 0.34 3.17 -0.0369
C -4.22 -0.06 3.20 -0.2497
C -5.02 -0.07 2.03 -0.0499
C -6.31 -0.60 2.07 -0.0791
C -6.85 -1.04 3.28 -0.0883
C -6.11 -0.92 4.46 -0.0847
C -4.80 -0.47 4.42 -0.0543
H 4.40 2.45 3.62 0.0391
H 2.72 2.43 3.03 0.0246
H 3.11 1.74 4.63 0.0396
H 4.98 0.83 0.77 0.0435
H 4.06 -0.67 0.51 0.0379
H 3.22 0.89 0.51 0.0288
H 6.13 0.20 3.53 0.0411
H 5.16 -0.75 4.67 0.0406
H 5.64 -1.46 3.10 0.0337
H 1.13 -0.72 -0.15 0.1274
H -0.08 1.12 -1.31 0.1100
H -1.07 3.00 0.01 0.1008
H -0.65 3.09 2.46 0.0865
H 0.32 1.17 3.64 0.1265
H 3.53 -2.73 2.16 0.1092
H 3.72 -4.70 0.69 0.1087
H 1.69 -5.66 -0.41 0.1075
H -0.48 -4.43 -0.24 0.1091
H -0.61 -2.31 1.06 0.1158
H 0.54 -0.73 4.63 0.1530
H 1.56 -3.30 4.07 0.1210
H 0.63 -2.79 5.49 0.1181
H -0.36 -4.58 3.39 0.1145
H -0.99 -4.24 5.00 0.1118
H -1.93 -3.11 2.48 0.1045
H -2.63 -2.91 4.08 0.1232
H -1.74 -0.04 4.95 0.1264
H -2.50 1.11 2.47 0.0925
H -4.60 0.34 1.11 0.1179
H -6.90 -0.66 1.15 0.1116
H -7.86 -1.47 3.30 0.1030
H -6.55 -1.19 5.42 0.1082
H -4.19 -0.42 5.32 0.1099
C -9.88 2.21 4.45 -0.0452
N -9.01 2.88 3.50 -0.1907
C -9.63 3.90 2.67 -0.0431
C -7.64 2.79 3.55 -0.2017
C -6.89 2.86 2.35 0.0076
C -5.52 2.82 2.39 -0.0289
C -4.83 2.91 3.62 -0.1645
C -3.45 3.28 3.63 -0.0018
C -2.59 3.23 4.80 -0.1161
C -1.62 4.27 4.68 -0.1148
C -0.74 4.57 5.71 0.0044
C -0.76 3.77 6.85 -0.0502
C -1.66 2.69 6.95 -0.0578
C -2.61 2.44 5.95 -0.0336
C -1.77 4.90 3.37 -0.1372
C -2.89 4.27 2.71 -0.1024
C -3.24 4.74 1.44 -0.0033
C -2.40 5.66 0.79 -0.0632
C -1.27 6.19 1.42 -0.0462
C -0.97 5.83 2.74 -0.0020
C -5.57 2.77 4.81 0.0231
C -6.95 2.62 4.77 0.0168
H -9.59 1.16 4.55 0.0972
H -9.84 2.68 5.44 0.0927
H -10.89 2.29 4.04 0.0921
H -8.97 4.13 1.83 0.0795
H -10.59 3.53 2.30 0.0929
H -9.80 4.83 3.24 0.1041
H -7.41 2.85 1.39 0.1255
H -4.94 2.70 1.47 0.1126
H -0.08 5.42 5.61 0.1188
H -0.09 3.97 7.68 0.1115
H -1.65 2.04 7.83 0.1109
H -3.35 1.65 6.06 0.0985
H -4.15 4.40 0.95 0.1004
H -2.64 5.97 -0.23 0.1121
H -0.63 6.89 0.88 0.1146
H -0.12 6.26 3.27 0.1204
H -5.07 2.76 5.77 0.1140
H -7.51 2.43 5.69 0.1181
```

=====

Relative energy (zero: lowest compared OMol25 entry of this formula, charge and spin) across the listed records, respectively: 0.0, 250.8, 0.0, 419.8 kJ/mol.